Below is a cluster of 15 separate species, C2H33O15 in total, with properties calculated with wB97M-V/def2-TZVPD.

Cartesian coordinates (Å):
C 0.13 -1.03 0.90
C -0.28 0.16 0.03
O 0.53 0.34 -1.08
H -0.75 -1.41 1.43
H 0.84 -0.79 1.69
H 0.51 -1.82 0.27
H -0.25 1.07 0.65
H -1.33 -0.06 -0.28
O 0.65 3.67 0.84
H 0.47 3.73 -0.10
H -0.22 3.62 1.25
O -1.58 0.61 -3.06
H -1.29 1.36 -3.58
H -0.90 0.52 -2.36
O -0.12 3.59 -2.17
H 0.55 2.88 -2.22
H -0.48 3.65 -3.06
O -1.57 2.19 3.39
H -0.78 1.77 3.04
H -1.89 1.58 4.07
O 2.74 1.76 0.33
H 2.18 1.02 0.05
H 2.08 2.36 0.72
O -0.26 -1.35 4.02
H 0.43 -0.69 3.94
H -0.24 -1.82 3.18
O -2.99 -2.08 -1.83
H -2.46 -1.93 -2.63
H -3.06 -1.20 -1.44
O 2.16 1.71 -2.70
H 1.51 1.25 -2.10
H 2.88 1.92 -2.10
O 2.95 -1.24 -1.09
H 2.14 -0.69 -1.04
H 3.46 -0.85 -1.80
O -0.56 -4.48 1.62
H -1.34 -4.01 1.29
H -0.90 -5.09 2.28
O 0.31 -2.49 -2.19
H 0.93 -2.86 -1.55
H 0.39 -1.52 -2.08
O 3.55 -2.28 1.51
H 3.23 -2.24 0.60
H 4.01 -1.43 1.60
O -2.16 3.51 -0.05
H -1.82 2.69 -0.43
H -2.05 4.16 -0.75
O -2.91 -2.90 1.14
H -3.55 -2.35 1.61
H -2.89 -2.53 0.24

Summary:
* frontier orbital gap: 8.58 eV
* calculated total energy: -33325.501 eV
* charge: -1
* highest occupied orbital energy: -6.04 eV
* maximum force: 0.70 eV/Å